9 unconnected molecules or ions with the total composition C54H135N9O18 in a non-equilibrium geometry. Source: OMol25; level of theory: ωB97M-V/def2-TZVPD.

Values from the calculation:
Lowest unoccupied orbital energy in Ha: 0.014
Frontier orbital gap in eV: 8.83
Energy above the lowest of the compared OMol25 structures with the same formula, charge and spin in kcal/mol: 103.5
HOMO energy in eV: -8.44
SMILES: COCCNCCOC.COCCNCCOC.COCCNCCOC.COCCNCCOC.COCCNCCOC.COCCNCCOC.COCCNCCOC.COCCNCCOC.COCCNCCOC
Molar mass in g/mol: 1198.719

CARTESIAN COORDINATES (ANGSTROEM)
C  -0.24122  -10.88507  -3.30437
O  -1.24586  -10.00824  -2.84705
C  -0.79910  -8.85891  -2.13071
C  -1.98961  -7.95984  -1.74129
N  -1.59070  -6.75184  -1.01809
C  -2.71222  -6.04283  -0.36711
C  -2.12079  -5.19512  0.81308
O  -3.18402  -4.56989  1.50062
C  -2.74582  -3.88920  2.65622
H  -0.73062  -11.59442  -3.97176
H  0.13809  -11.40623  -2.42538
H  0.53889  -10.40866  -3.89813
H  -0.05343  -8.24584  -2.63691
H  -0.33297  -9.18774  -1.20190
H  -2.53121  -8.62050  -1.06432
H  -2.57951  -7.63973  -2.60016
H  -1.07419  -6.06386  -1.54724
H  -3.41386  -6.79184  0.00002
H  -3.30089  -5.39829  -1.01991
H  -1.37765  -4.49336  0.43442
H  -1.58372  -5.86184  1.48772
H  -2.39900  -4.60183  3.40452
H  -3.58821  -3.32878  3.06171
H  -1.97586  -3.16019  2.40364
C  1.29259  2.83058  -2.94786
O  2.02569  1.71711  -3.41847
C  1.57489  0.42346  -2.94470
C  2.46390  -0.81794  -3.21372
N  2.44382  -1.20559  -4.60498
C  3.15865  -2.47448  -4.84815
C  4.66406  -2.53844  -4.57504
O  5.04182  -2.24169  -3.24098
C  6.40266  -2.07903  -2.99322
H  1.26877  2.93571  -1.86320
H  0.28903  2.74602  -3.36478
H  1.64011  3.73619  -3.44506
H  0.59424  0.14818  -3.33285
H  1.52396  0.48399  -1.85757
H  2.08694  -1.59748  -2.55166
H  3.47508  -0.57931  -2.88408
H  2.97368  -0.51480  -5.11699
H  3.06780  -2.64670  -5.92062
H  2.62112  -3.30181  -4.38481
H  5.14100  -1.78812  -5.20564
H  4.90502  -3.56630  -4.84621
H  6.78175  -1.25687  -3.60021
H  7.03233  -2.93478  -3.23674
H  6.61471  -1.85663  -1.94743
C  -3.26162  4.43543  5.26445
O  -2.58472  4.28440  4.04850
C  -3.12949  3.40588  3.05356
C  -3.65808  2.01031  3.41798
N  -4.19768  1.25326  2.25032
C  -4.48776  -0.09373  2.61977
C  -5.17347  -0.75723  1.44676
O  -6.41063  -0.17538  1.03789
C  -6.91396  -0.71703  -0.09612
H  -2.70962  5.25658  5.72173
H  -3.10552  3.56746  5.90503
H  -4.28967  4.79317  5.20756
H  -2.30437  3.31035  2.34776
H  -3.88528  3.90518  2.44727
H  -4.29956  2.08316  4.29622
H  -2.71763  1.54857  3.71870
H  -5.02571  1.67800  1.85781
H  -5.12736  -0.21128  3.49452
H  -3.50991  -0.49760  2.88204
H  -5.33954  -1.82517  1.58828
H  -4.49430  -0.61931  0.60545
H  -6.80811  -1.79730  -0.19571
H  -6.52518  -0.15211  -0.94336
H  -7.98976  -0.54441  -0.12721
C  5.02578  -4.84034  0.79258
O  3.60222  -5.04937  0.66785
C  3.18923  -6.18011  1.46717
C  1.70208  -6.38602  1.13770
N  1.41610  -7.03185  -0.18059
C  2.14130  -6.46525  -1.33768
C  1.69407  -5.09622  -1.75635
O  0.36307  -5.12678  -2.38088
C  -0.28852  -3.83803  -2.42925
H  5.22335  -4.57434  1.83100
H  5.31922  -4.13841  0.01202
H  5.51125  -5.78445  0.54543
H  3.29052  -6.07795  2.54763
H  3.86761  -6.97832  1.16590
H  1.17996  -5.43647  1.25540
H  1.21447  -6.95858  1.92670
H  0.44498  -6.92948  -0.43857
H  1.94363  -7.09568  -2.20462
H  3.22118  -6.45213  -1.19002
H  2.44762  -4.74456  -2.46104
H  1.56824  -4.45703  -0.88245
H  -1.27034  -4.04980  -2.85267
H  0.33634  -3.17657  -3.02935
H  -0.35605  -3.46232  -1.40828
C  7.67691  1.24262  0.68349
O  7.63809  2.51130  1.27508
C  6.66253  3.46332  0.85645
C  5.26294  3.02390  1.28715
N  5.09406  2.92414  2.71540
C  3.77303  2.65881  3.19426
C  2.66320  3.74676  2.96884
O  1.43063  3.50144  3.65119
C  0.54279  2.53335  3.14853
H  8.50682  0.61245  1.00326
H  7.59340  1.14701  -0.39910
H  6.77327  0.77438  1.07371
H  6.83764  3.46331  -0.21939
H  6.90892  4.37494  1.40082
H  5.11260  2.03393  0.85651
H  4.57461  3.71812  0.80511
H  5.79104  2.24729  2.99141
H  3.77286  2.39480  4.25180
H  3.41679  1.69567  2.82882
H  2.43277  3.84462  1.90798
H  2.97257  4.71496  3.36252
H  -0.25854  2.47392  3.88503
H  1.03330  1.56149  3.09369
H  0.15191  2.84010  2.17837
C  1.09781  1.38432  6.55802
O  1.17679  0.42722  5.53639
C  2.28606  -0.47763  5.63495
C  2.46937  -1.38801  4.34942
N  1.20973  -2.07352  4.00890
C  0.92461  -3.23395  4.91923
C  1.64023  -4.50864  4.35821
O  1.52696  -5.50010  5.32418
C  2.16019  -6.74001  5.08856
H  1.03887  0.89355  7.52950
H  0.18440  1.97473  6.48583
H  1.95003  2.06380  6.54663
H  2.11587  -1.09165  6.51933
H  3.18972  0.10545  5.81244
H  3.31466  -2.05880  4.50306
H  2.67464  -0.78685  3.46366
H  0.45217  -1.43522  4.20579
H  -0.13926  -3.46807  4.95752
H  1.23509  -2.94204  5.92247
H  2.66568  -4.24872  4.09555
H  1.14039  -4.72416  3.41385
H  1.63530  -7.27039  4.29402
H  2.16034  -7.33760  6.00015
H  3.15257  -6.52173  4.69407
C  -6.87479  8.17439  -4.22837
O  -6.93136  6.81864  -4.61480
C  -6.09945  6.55224  -5.70306
C  -5.78842  5.07054  -5.74425
N  -4.93341  4.72146  -4.59623
C  -4.86135  3.31240  -4.40524
C  -4.34657  3.10592  -2.91474
O  -5.33220  3.69557  -2.01553
C  -5.24714  3.32804  -0.61916
H  -7.08027  8.85697  -5.05297
H  -5.89024  8.37397  -3.80536
H  -7.66593  8.34259  -3.49768
H  -5.12091  7.01814  -5.58681
H  -6.45284  6.96994  -6.64579
H  -5.09067  4.86941  -6.55714
H  -6.66913  4.46602  -5.96102
H  -5.36860  5.12101  -3.77705
H  -4.13680  3.05580  -5.17808
H  -5.75799  2.70712  -4.53856
H  -3.36376  3.52930  -2.70756
H  -4.35910  2.05998  -2.60820
H  -6.03016  3.92302  -0.14909
H  -4.30357  3.57956  -0.13489
H  -5.42441  2.27644  -0.39371
C  4.12807  -0.57806  -0.02473
O  2.79557  -0.36688  0.29575
C  2.23927  -1.61288  0.63521
C  0.79116  -1.39773  0.98303
N  -0.01910  -1.08401  -0.18036
C  -1.38445  -0.58591  0.15330
C  -1.90324  0.14319  -1.08480
O  -1.04921  1.26177  -1.47744
C  -1.30832  2.42861  -0.73479
H  4.26452  -1.45143  -0.66247
H  4.81857  -0.56042  0.81848
H  4.36359  0.28784  -0.64348
H  2.69126  -2.01152  1.54344
H  2.25750  -2.35100  -0.16663
H  0.61059  -0.60108  1.70472
H  0.50770  -2.32835  1.47466
H  0.35779  -0.31143  -0.71062
H  -1.30555  0.10062  0.99624
H  -2.05457  -1.39449  0.44522
H  -2.94555  0.44424  -0.97964
H  -2.08688  -0.57831  -1.88092
H  -0.44057  2.66844  -0.12030
H  -2.21409  2.36429  -0.13184
H  -1.42394  3.28956  -1.39319
C  -2.50703  7.88281  -4.01481
O  -1.43857  7.52189  -3.15630
C  -0.37874  6.74612  -3.77305
C  0.72771  6.67575  -2.72299
N  0.19023  6.03660  -1.55146
C  1.22081  6.25082  -0.51710
C  0.60800  6.09467  0.88193
O  -0.34300  7.17553  1.07705
C  -1.12086  6.94158  2.22844
H  -2.13783  8.38291  -4.91018
H  -3.09222  8.62400  -3.47049
H  -3.25547  7.10933  -4.18703
H  0.04218  7.21530  -4.66231
H  -0.81291  5.78736  -4.05656
H  1.20460  7.63733  -2.53313
H  1.53952  6.07262  -3.12957
H  -0.73324  6.38789  -1.34197
H  1.69913  7.22988  -0.54467
H  1.90850  5.41179  -0.62293
H  1.38361  6.11410  1.64753
H  0.05387  5.15842  0.94888
H  -0.50915  6.66885  3.08840
H  -1.94041  6.22804  2.14291
H  -1.52567  7.93053  2.44336

Atomic partial charges in e from the Löwdin method, atoms 1 to 4: -0.113 -0.193 -0.218 -0.178